No. 1
The following is a quantum chemistry calculation of a 2-piece molecular cluster, C4H14N2O2 overall at a distorted geometry, from OMol25.

Last columns: bonded neighbours and bond lengths (Å).
CARTESIAN COORDINATES (ANGSTROEM)
1 N -0.16062 2.78942 -1.13597  C2 1.469, H8 1.017, H9 1.002
2 C 0.29109 1.54937 -0.49037  N1 1.469, C3 1.536, H10 1.088, H11 1.100
3 C -0.94767 0.96856 0.20771  C2 1.536, N4 1.435, C5 1.529, H12 1.102
4 N -1.33566 1.73666 1.35584  C3 1.435, H13 1.009, H14 1.012
5 C -0.71162 -0.48515 0.61970  C3 1.529, C6 1.532, H15 1.068, H16 1.092
6 C -1.71286 -1.08747 1.60999  C5 1.532, O7 1.437, H17 1.090, H18 1.074
7 O -2.15324 -2.40376 1.23825  C6 1.437, H19 0.958
8 H 0.52065 3.19378 -1.77386  N1 1.017
9 H -0.10947 3.46828 -0.40091  N1 1.002
10 H 0.70784 0.77528 -1.13114  C2 1.088
11 H 1.11345 1.72886 0.21817  C2 1.100
12 H -1.62780 0.94375 -0.65859  C3 1.102
13 H -2.24662 1.51261 1.72762  N4 1.009
14 H -1.35824 2.73053 1.16557  N4 1.012
15 H 0.24509 -0.43603 1.09191  C5 1.068
16 H -0.53395 -1.13797 -0.23763  C5 1.092
17 H -2.62188 -0.48590 1.60289  C6 1.090
18 H -1.22595 -1.22108 2.55789  C6 1.074
19 H -1.86869 -2.59550 0.34424  O7 0.958
20 O 5.29644 -3.97264 -2.95446  H21 0.950, H22 0.956
21 H 4.51477 -3.48975 -2.71377  O20 0.950
22 H 5.92495 -4.08185 -2.24308  O20 0.956

F_max in Eh/bohr: 0.0358
E_tot in Ha: -420.752019
Orbital gap in eV: 10.0784
Structure (SMILES): NC[C@H](N)CCO.O
Energy above the lowest of the compared OMol25 structures with the same formula, charge and spin in kcal/mol: 33.3

No. 2
The following is a quantum chemistry calculation of a 3-piece molecular cluster, C4H14N2O2 overall at a distorted geometry, from OMol25.

Last columns: bonded neighbours and bond lengths (Å).
CARTESIAN COORDINATES (ANGSTROEM)
1 C -2.72484 -0.31817 1.11857  C2 1.522, H7 1.092, H8 1.091, H9 1.089
2 C -1.26355 -0.57786 0.78013  C1 1.522, C3 1.537, H10 1.088, H11 1.101
3 C -0.31782 0.63175 0.85298  C2 1.537, N4 1.460, H12 1.104, H13 1.088
4 N 0.92545 0.51839 0.09525  C3 1.460, C5 1.269
5 C 1.82796 -0.26040 0.53086  N4 1.269, N6 1.396, H14 1.086
6 N 1.72273 -1.14981 1.60174  C5 1.396, H15 1.015, H16 1.012
7 H -2.86389 -0.21396 2.19711  C1 1.092
8 H -3.11954 0.57068 0.62390  C1 1.091
9 H -3.29913 -1.16162 0.73952  C1 1.089
10 H -0.77084 -1.38414 1.32012  C2 1.088
11 H -1.29466 -0.94307 -0.25835  C2 1.101
12 H -0.07744 0.83003 1.91211  C3 1.104
13 H -0.92482 1.50609 0.62741  C3 1.088
14 H 2.76561 -0.26481 -0.01705  C5 1.086
15 H 2.63865 -1.49914 1.86362  N6 1.015
16 H 1.24701 -0.81743 2.43081  N6 1.012
17 O 1.08505 -0.97191 -2.61331  H18 0.965, H19 0.955
18 H 1.07759 -0.35857 -1.86874  O17 0.965
19 H 1.40642 -1.77318 -2.20449  O17 0.955
20 O -1.01477 2.13596 -1.66338  H21 0.965, H22 0.964
21 H -1.34956 1.89802 -2.53662  O20 0.965
22 H -0.13333 1.74834 -1.61560  O20 0.964

F_max in Eh/bohr: 0.0286
E_tot in Ha: -420.780094
Orbital gap in eV: 10.4364
Structure (SMILES): CCC/N=C\N.O.O
Energy above the lowest of the compared OMol25 structures with the same formula, charge and spin in kcal/mol: 15.7

No. 3
The following is a quantum chemistry calculation of a 2-piece molecular cluster, C4H14N2O2 overall at a distorted geometry, from OMol25.

Last columns: bonded neighbours and bond lengths (Å).
CARTESIAN COORDINATES (ANGSTROEM)
1 C 1.11057 0.50101 2.74258  N2 1.479, H8 1.087, H9 1.093, H10 1.085
2 N -0.14241 0.04438 2.10296  C1 1.479, C3 1.464, H11 1.013
3 C -0.05424 -0.23240 0.66816  N2 1.464, C4 1.540, C6 1.525, H12 1.101
4 C -0.99763 -1.39020 0.29295  C3 1.540, N5 1.440, H13 1.100, H14 1.097
5 N -0.71855 -1.94097 -1.00741  C4 1.440, H15 1.009, H16 1.012
6 C -0.37796 1.03937 -0.10917  C3 1.525, O7 1.440, H17 1.085, H18 1.096
7 O -0.17291 0.83438 -1.51973  C6 1.440, H19 0.964
8 H 1.98018 0.47375 2.09099  C1 1.087
9 H 1.32800 -0.10476 3.62599  C1 1.093
10 H 0.96600 1.53540 3.03476  C1 1.085
11 H -0.67607 -0.56945 2.70600  N2 1.013
12 H 0.98812 -0.52864 0.47476  C3 1.101
13 H -2.02248 -0.99191 0.30163  C4 1.100
14 H -0.97538 -2.06929 1.15444  C4 1.097
15 H -1.46084 -2.37206 -1.53689  N5 1.009
16 H 0.13603 -2.48226 -0.96837  N5 1.012
17 H 0.19985 1.93159 0.10997  C6 1.085
18 H -1.46103 1.15018 0.02096  C6 1.096
19 H -0.43710 -0.05889 -1.76970  O7 0.964
20 O 1.23789 1.59500 -4.33649  H21 0.972, H22 0.975
21 H 0.94009 1.35793 -3.44225  O20 0.972
22 H 0.60987 2.27783 -4.63615  O20 0.975

F_max in Eh/bohr: 0.0406
E_tot in Ha: -420.761584
Orbital gap in eV: 9.4923
Structure (SMILES): CN[C@@H](CN)CO.O
Energy above the lowest of the compared OMol25 structures with the same formula, charge and spin in kcal/mol: 27.3

No. 4
The following is a quantum chemistry calculation of a 2-piece molecular cluster, C4H14N2O2 overall at a distorted geometry, from OMol25.

Last columns: bonded neighbours and bond lengths (Å).
CARTESIAN COORDINATES (ANGSTROEM)
1 C -2.00046 -1.33249 0.72979  C2 1.503, H8 1.080, H9 1.080, H10 1.132
2 C -0.60469 -1.54259 1.24507  C1 1.503, O3 1.420, C4 1.468, H11 1.113
3 O 0.01266 -2.37022 0.26991  C2 1.420, H12 0.903
4 C 0.26083 -0.35713 1.20540  C2 1.468, N5 1.482, H13 1.112, H14 1.141
5 N 0.50859 0.20145 -0.14489  C4 1.482, C6 1.470, H15 1.002
6 C 1.91918 0.28926 -0.54878  N5 1.470, N7 1.456, H16 1.098, H17 1.157
7 N 2.00291 1.42577 -1.45439  C6 1.456, H18 1.051, H19 0.998
8 H -2.04009 -0.66832 -0.12096  C1 1.080
9 H -2.77510 -0.90713 1.35115  C1 1.080
10 H -2.43866 -2.29089 0.31657  C1 1.132
11 H -0.51400 -2.03343 2.23987  C2 1.113
12 H 0.12200 -3.24612 0.46124  O3 0.903
13 H -0.05476 0.54702 1.77044  C4 1.112
14 H 1.23504 -0.58604 1.75363  C4 1.141
15 H -0.07842 -0.28589 -0.79460  N5 1.002
16 H 2.44274 0.45457 0.40191  C6 1.098
17 H 2.34489 -0.65012 -1.07247  C6 1.157
18 H 1.10283 1.96585 -1.40460  N7 1.051
19 H 2.01281 1.07431 -2.38889  N7 0.998
20 O -1.65945 3.24714 -1.04091  H21 1.019, H22 1.010
21 H -1.97608 2.31938 -0.76180  O20 1.019
22 H -1.23858 3.55856 -0.17735  O20 1.010

F_max in Eh/bohr: 0.0770
E_tot in Ha: -420.733345
Orbital gap in eV: 9.1800
Structure (SMILES): C[C@@H](O)CNCN.O
Energy above the lowest of the compared OMol25 structures with the same formula, charge and spin in kcal/mol: 45.0

No. 5
The following is a quantum chemistry calculation of a 2-piece molecular cluster, C4H14N2O2 overall at a distorted geometry, from OMol25.

Last columns: bonded neighbours and bond lengths (Å).
CARTESIAN COORDINATES (ANGSTROEM)
1 C 1.12167 0.63551 1.83393  C2 1.536, H8 1.089, H9 1.095, H10 1.090
2 C 0.93579 0.31576 0.34303  C1 1.536, C3 1.529, N5 1.471, H11 1.089
3 C 1.16262 1.57877 -0.48905  C2 1.529, O4 1.426, H12 1.090, H13 1.090
4 O 2.49054 1.62575 -1.00722  C3 1.426, H14 0.963
5 N -0.39209 -0.26181 0.08247  C2 1.471, C6 1.458, H15 1.016
6 C -0.51950 -1.69497 0.32044  N5 1.458, N7 1.450, H16 1.099, H17 1.092
7 N -1.76541 -2.24551 -0.17554  C6 1.450, H18 1.009, H19 1.005
8 H 1.13294 -0.25778 2.45632  C1 1.089
9 H 0.29005 1.27087 2.15462  C1 1.095
10 H 2.04724 1.18679 2.00075  C1 1.090
11 H 1.66787 -0.43514 0.04915  C2 1.089
12 H 0.43651 1.63232 -1.30065  C3 1.090
13 H 1.04895 2.49674 0.08852  C3 1.090
14 H 2.52879 1.35363 -1.93003  O4 0.963
15 H -1.07814 0.20195 0.67061  N5 1.016
16 H -0.46911 -1.98694 1.37893  C6 1.099
17 H 0.28270 -2.26344 -0.15583  C6 1.092
18 H -2.55074 -1.97416 0.39653  N7 1.009
19 H -1.90428 -2.01417 -1.14316  N7 1.005
20 O -2.43092 0.04007 -1.93853  H21 0.959, H22 0.957
21 H -1.49881 -0.09811 -2.11673  O20 0.959
22 H -2.53669 0.89387 -1.51856  O20 0.957

F_max in Eh/bohr: 0.0221
E_tot in Ha: -420.764689
Orbital gap in eV: 9.7380
Structure (SMILES): C[C@H](CO)NCN.O
Energy above the lowest of the compared OMol25 structures with the same formula, charge and spin in kcal/mol: 25.4

No. 6
The following is a quantum chemistry calculation of a 2-piece molecular cluster, C4H14N2O2 overall at a distorted geometry, from OMol25.

Last columns: bonded neighbours and bond lengths (Å).
CARTESIAN COORDINATES (ANGSTROEM)
1 C -2.36757 1.37663 1.04150  N2 1.459, H8 1.089, H9 1.094, H10 1.093
2 N -1.01537 0.83138 0.99858  C1 1.459, C3 1.459, H11 1.019
3 C -0.18605 1.29831 -0.10699  N2 1.459, C4 1.487, H12 1.103, H13 1.109
4 C 0.69621 0.29137 -0.75341  C3 1.487, N5 1.469, H14 1.083, H15 1.103
5 N -0.04824 -0.64229 -1.60842  C4 1.469, C6 1.403, H16 1.005
6 C 0.37904 -1.97835 -1.60837  N5 1.403, O7 1.492, H17 1.094, H18 1.092
7 O -0.24122 -2.63819 -0.42211  C6 1.492, H19 0.975
8 H -2.66681 1.44686 2.08595  C1 1.089
9 H -3.12410 0.82484 0.47560  C1 1.094
10 H -2.41318 2.40569 0.67666  C1 1.093
11 H -1.17090 -0.17465 0.95690  N2 1.019
12 H 0.40868 2.14811 0.26712  C3 1.103
13 H -0.81505 1.90559 -0.78903  C3 1.109
14 H 1.53617 0.63787 -1.34305  C4 1.083
15 H 1.12894 -0.22552 0.11930  C4 1.103
16 H -1.03833 -0.48891 -1.69010  N5 1.005
17 H 0.01194 -2.62355 -2.41238  C6 1.094
18 H 1.45778 -2.14048 -1.55156  C6 1.092
19 H -0.78077 -3.43217 -0.58997  O7 0.975
20 O 2.62622 1.28917 1.95534  H21 0.959, H22 0.955
21 H 2.86642 1.50132 2.85947  O20 0.959
22 H 1.91922 1.87774 1.69835  O20 0.955

F_max in Eh/bohr: 0.0535
E_tot in Ha: -420.737608
Orbital gap in eV: 9.6482
Structure (SMILES): CNCCNCO.O
Energy above the lowest of the compared OMol25 structures with the same formula, charge and spin in kcal/mol: 42.4

No. 7
The following is a quantum chemistry calculation of a 2-piece molecular cluster, C4H14N2O2 overall at a distorted geometry, from OMol25.

Last columns: bonded neighbours and bond lengths (Å).
CARTESIAN COORDINATES (ANGSTROEM)
1 C -0.69023 0.53091 -0.05043  C2 1.529, N5 1.523, H8 1.027, H9 1.220
2 C 0.03684 1.15553 -1.24145  C1 1.529, C3 1.554, H10 1.076, H11 1.107
3 C 1.50795 0.66332 -1.33984  C2 1.554, N4 1.481, H12 1.090, H13 1.099
4 N 1.92882 -0.22689 -2.44640  C3 1.481, H14 0.972, H15 0.985
5 N -0.82188 -0.97951 -0.19532  C1 1.523, C6 1.477, H16 1.053
6 C -1.81293 -1.50604 0.76453  N5 1.477, O7 1.399, H17 1.154, H18 1.075
7 O -1.78067 -1.32134 2.15084  C6 1.399, H19 1.017
8 H -0.15108 0.90628 0.73906  C1 1.027
9 H -1.79616 1.04352 -0.00706  C1 1.220
10 H -0.48251 0.86966 -2.13891  C2 1.076
11 H -0.09403 2.25480 -1.24098  C2 1.107
12 H 2.20334 1.50314 -1.33494  C3 1.090
13 H 1.71151 0.04602 -0.45362  C3 1.099
14 H 1.73737 -0.01615 -3.37564  N4 0.972
15 H 1.49804 -1.11190 -2.40650  N4 0.985
16 H 0.13561 -1.36478 0.01357  N5 1.053
17 H -2.81192 -1.21076 0.26794  C6 1.154
18 H -1.73316 -2.57282 0.66161  C6 1.075
19 H -2.07054 -0.36337 2.33208  O7 1.017
20 H 1.41784 1.20075 2.76172  O22 1.000
21 H 1.14341 0.16761 3.74680  O22 0.992
22 O 0.92438 0.33202 2.79295  H20 1.000, H21 0.992

F_max in Eh/bohr: 0.0878
Charge: +1
E_tot in Ha: -420.394733
Orbital gap (spin up / spin down) in eV: 11.7234 / 4.3424
Energy above the lowest of the compared OMol25 structures with the same formula, charge and spin in kcal/mol: 89.2
2S+1: 2

No. 8
The following is a quantum chemistry calculation of a 2-piece molecular cluster, C4H14N2OS overall at a distorted geometry, from OMol25.

Last columns: bonded neighbours and bond lengths (Å).
CARTESIAN COORDINATES (ANGSTROEM)
1 N -1.21459 -0.70819 1.52723  C2 1.454, H8 1.010, H9 1.007
2 C -1.19260 0.71102 1.20962  N1 1.454, N3 1.439, H10 1.094, H11 1.096
3 N -1.51649 0.94624 -0.17309  C2 1.439, C4 1.455, H12 1.009
4 C -0.53152 1.64278 -0.98700  N3 1.455, C5 1.534, H13 1.091, H14 1.096
5 C 0.80535 0.90964 -1.15231  C4 1.534, C6 1.548, H15 1.093, H16 1.090
6 C 0.67705 -0.22224 -2.20107  C5 1.548, S7 1.814, H17 1.091, H18 1.089
7 S 1.37459 -1.82721 -1.72193  C6 1.814, H19 1.337
8 H -0.33095 -1.14632 1.74255  N1 1.010
9 H -1.88585 -0.97525 2.22842  N1 1.007
10 H -1.90004 1.20918 1.87933  C2 1.094
11 H -0.22077 1.11287 1.51743  C2 1.096
12 H -1.80678 0.08762 -0.61707  N3 1.009
13 H -0.92895 1.89496 -1.97172  C4 1.091
14 H -0.38541 2.60755 -0.48823  C4 1.096
15 H 1.50940 1.65245 -1.53564  C5 1.093
16 H 1.15063 0.50840 -0.19959  C5 1.090
17 H -0.38272 -0.37965 -2.40653  C6 1.091
18 H 1.09687 0.16637 -3.12763  C6 1.089
19 H 0.77033 -1.80040 -0.52967  S7 1.337
20 O 1.42042 -2.00051 2.62428  H21 0.962, H22 0.960
21 H 1.44464 -1.66203 1.72366  O20 0.962
22 H 2.04739 -2.72729 2.65896  O20 0.960

F_max in Eh/bohr: 0.0229
E_tot in Ha: -743.708256
Orbital gap in eV: 9.1133
Structure (SMILES): NCNCCCS.O
Energy above the lowest of the compared OMol25 structures with the same formula, charge and spin in kcal/mol: 16.0

No. 9
The following is a quantum chemistry calculation of a 2-piece molecular cluster, C4H14N2OS overall at a distorted geometry, from OMol25.

Last columns: bonded neighbours and bond lengths (Å).
CARTESIAN COORDINATES (ANGSTROEM)
1 C 1.51260 1.79553 1.25579  C2 1.520, H8 1.082, H9 1.109, H10 1.084
2 C 1.00441 0.49060 0.66385  C1 1.520, C3 1.518, N5 1.507, H11 1.093
3 C 2.05794 -0.35832 -0.02361  C2 1.518, S4 1.835, H12 1.086, H13 1.094
4 S 3.19940 -1.02609 1.24831  C3 1.835, H14 1.329
5 N -0.01109 0.75779 -0.41778  C2 1.507, C6 1.430, H15 1.002
6 C -1.38053 0.82731 -0.01175  N5 1.430, N7 1.447, H16 1.103, H17 1.118
7 N -2.13117 -0.40650 -0.09413  C6 1.447, H18 1.002, H19 1.006
8 H 1.21022 1.87788 2.29144  C1 1.082
9 H 2.60380 1.75114 1.45085  C1 1.109
10 H 1.35914 2.63463 0.58734  C1 1.084
11 H 0.50662 -0.15444 1.39172  C2 1.093
12 H 1.63162 -1.20019 -0.56178  C3 1.086
13 H 2.68561 0.12238 -0.77984  C3 1.094
14 H 3.35835 -2.29281 0.87802  S4 1.329
15 H 0.32711 1.57156 -0.89462  N5 1.002
16 H -1.69772 1.46908 0.82715  C6 1.103
17 H -1.90541 1.49558 -0.73853  C6 1.118
18 H -2.33562 -0.62756 -1.05029  N7 1.002
19 H -1.62153 -1.15547 0.34268  N7 1.006
20 O -3.07366 -2.36755 -2.11241  H21 0.968, H22 0.965
21 H -3.82580 -2.21270 -1.52325  O20 0.968
22 H -3.47429 -2.99183 -2.72913  O20 0.965

F_max in Eh/bohr: 0.0668
E_tot in Ha: -743.696220
Orbital gap in eV: 9.6455
Structure (SMILES): C[C@H](CS)NCN.O
Energy above the lowest of the compared OMol25 structures with the same formula, charge and spin in kcal/mol: 23.6

No. 10
The following is a quantum chemistry calculation of a 2-piece molecular cluster, C4H14N2OS overall at a distorted geometry, from OMol25.

Last columns: bonded neighbours and bond lengths (Å).
CARTESIAN COORDINATES (ANGSTROEM)
1 C 0.30444 1.51393 -1.46315  N2 1.446, H8 1.072, H9 1.098, H10 1.087
2 N 1.62082 0.98265 -1.18560  C1 1.446, C3 1.475, H11 1.016
3 C 1.72902 -0.48480 -1.28692  N2 1.475, C4 1.550, H12 1.072, H13 1.092
4 C 0.70162 -1.31904 -0.48080  C3 1.550, N5 1.468, C6 1.518, H14 1.091
5 N 0.33125 -2.45935 -1.32828  C4 1.468, H15 1.011, H16 1.010
6 C 1.23730 -1.85546 0.83487  C4 1.518, S7 1.880, H17 1.087, H18 1.080
7 S -0.04746 -1.62204 2.18698  C6 1.880, H19 1.338
8 H -0.43792 0.83489 -1.83466  C1 1.072
9 H 0.34217 2.13432 -2.36822  C1 1.098
10 H -0.24408 1.95812 -0.63646  C1 1.087
11 H 1.94331 1.24225 -0.25817  N2 1.016
12 H 1.54714 -0.71351 -2.31828  C3 1.072
13 H 2.74303 -0.71958 -0.95559  C3 1.092
14 H -0.16431 -0.67514 -0.32072  C4 1.091
15 H -0.02088 -2.22580 -2.24721  N5 1.011
16 H -0.27864 -3.09728 -0.83642  N5 1.010
17 H 1.36262 -2.92723 0.96362  C6 1.087
18 H 2.18127 -1.42550 1.13422  C6 1.080
19 H 0.40741 -0.46404 2.67826  S7 1.338
20 O -5.24256 4.08336 3.03780  H21 0.963, H22 0.964
21 H -5.44479 3.14524 2.95587  O20 0.963
22 H -4.57078 4.09399 3.72887  O20 0.964

F_max in Eh/bohr: 0.0382
E_tot in Ha: -743.690028
Orbital gap in eV: 9.2574
Structure (SMILES): CNC[C@@H](N)CS.O
Energy above the lowest of the compared OMol25 structures with the same formula, charge and spin in kcal/mol: 27.5

Question: Which of these has the highest F_max?
Answer: number 7